Density functional theory data (ωB97M-V with the def2-TZVPD basis set) for a 4-piece molecular cluster, C11H24BN2O16S2 overall.

**Calculated total energy**: -2567.99559 Eh
**HOMO energy**: -6.54 eV
**Kohn-Sham gap**: 8.627 eV
**Total charge**: -1
**2S+1**: 1

Atoms and positions in Å:
C1 3.83787 2.11073 1.23296
C2 4.18059 3.72639 1.49433
B1 3.10470 4.56155 0.56181
O1 3.47875 4.81949 -0.87426
S1 1.44631 5.24618 1.11456
O2 0.44724 5.02832 -0.04595
O3 1.63217 6.80853 1.23413
N1 0.90067 4.70410 2.68070
S2 -0.26275 3.40714 2.57414
O4 -0.71701 3.10672 4.05593
O5 0.29319 2.07254 2.01675
O6 -1.68843 3.77864 1.71703
N2 -1.66828 2.91128 0.65497
O7 -2.44249 3.28246 -0.21574
H1 2.89823 1.87880 1.89105
H2 4.75020 1.45154 1.55424
H3 3.56068 2.03979 0.09122
H4 5.28181 3.91343 1.07920
H5 4.05740 4.04358 2.61438
H6 3.05960 4.07740 -1.43685
C3 5.20239 -1.33948 -2.18728
O8 6.20509 -0.64529 -2.92684
C4 6.05139 0.70270 -2.94652
O9 5.15739 1.33060 -2.40113
O10 7.06464 1.23113 -3.67817
C5 7.03139 2.65292 -3.78584
H7 5.42406 -2.40903 -2.23889
H8 5.21809 -1.03508 -1.13572
H9 4.21346 -1.17136 -2.62559
H10 7.12023 3.11703 -2.79820
H11 6.11553 2.98068 -4.28817
H12 7.88645 2.96619 -4.39106
C6 -2.94006 -3.24019 -1.75620
O11 -3.02712 -2.83009 -0.39293
C7 -2.33802 -1.69707 -0.10572
O12 -1.68110 -1.03747 -0.89587
O13 -2.50634 -1.42502 1.21295
C8 -1.83214 -0.25064 1.66067
H13 -3.52755 -4.15515 -1.87206
H14 -3.36044 -2.47522 -2.41708
H15 -1.90269 -3.46053 -2.02764
H16 -2.20821 0.63395 1.13643
H17 -0.75037 -0.35148 1.52588
H18 -2.03586 -0.13010 2.72816
C9 -8.79462 -5.52064 0.05235
O14 -7.75013 -4.58584 0.31588
C10 -6.72700 -5.08537 1.05395
O15 -6.64387 -6.22426 1.48632
O16 -5.81233 -4.09824 1.22771
C11 -4.67153 -4.48310 1.99232
H19 -9.55871 -5.01442 -0.54401
H20 -8.41550 -6.37082 -0.52396
H21 -9.25491 -5.85876 0.98625
H22 -4.12748 -5.29182 1.49361
H23 -4.96699 -4.77972 3.00390
H24 -4.00757 -3.61765 2.06791

Density functional theory data (ωB97M-V with the def2-TZVPD basis set) for a 2-piece molecular cluster, C12H18IN4O4 overall.

**Calculated total energy**: -1285.68568 Eh
**HOMO energy**: -2.48 eV
**Kohn-Sham gap**: 3.350 eV
**Total charge**: -1
**2S+1**: 1
**Relative energy (zero: lowest compared OMol25 entry of this formula, charge and spin)**: 14.2 kcal per mole

Atoms and positions in Å:
N1 0.33542 2.73358 4.11472
C1 -0.46629 1.62114 3.57895
C2 0.05063 0.27911 4.10065
C3 1.05109 -0.44051 3.19377
C4 2.33896 0.32618 2.87821
C5 2.27172 1.28012 1.69254
N2 2.40120 0.54302 0.40279
C6 1.24076 0.56358 -0.38657
N3 0.66130 1.74042 -0.78644
N4 0.69363 -0.52926 -0.79290
I1 1.45519 -2.37830 -0.33783
H1 1.18998 2.87987 3.60006
H2 -0.20687 3.58240 4.15558
H3 -1.48265 1.78416 3.92797
H4 -0.51945 1.62004 2.48571
H5 0.45784 0.41321 5.09899
H6 -0.81867 -0.37567 4.18145
H7 0.57778 -0.82252 2.29007
H8 1.35988 -1.32786 3.74940
H9 3.09057 -0.41622 2.60780
H10 2.73905 0.82387 3.76127
H11 1.39423 1.92216 1.69309
H12 3.13393 1.94443 1.75893
H13 3.17654 0.94380 -0.11010
H14 -0.34280 1.76178 -0.65114
H15 1.10980 2.55369 -0.39507
H16 -0.20271 -0.42700 -1.39551
C7 -0.99487 -1.24556 -4.29999
C8 -1.79765 -1.40824 -3.20382
C9 -3.13485 -2.13711 -3.43388
O1 -3.88078 -2.38861 -2.47531
C10 -3.47328 -2.49688 -4.76655
C11 -2.67835 -2.33077 -5.90692
C12 -1.29010 -1.68958 -5.64469
O2 -0.45754 -1.54969 -6.53525
O3 -2.96677 -2.64261 -7.07392
O4 -1.52959 -1.01641 -2.01334
H17 -0.03159 -0.74507 -4.19356
H18 -4.45472 -2.94868 -4.86916

Density functional theory data (ωB97M-V with the def2-TZVPD basis set) for a single C5H8N2 molecule.

**Calculated total energy**: -304.82966 Eh
**HOMO energy**: -7.91 eV
**Kohn-Sham gap**: 8.957 eV
**2S+1**: 1
**Relative energy (zero: lowest compared OMol25 entry of this formula, charge and spin)**: 3.7 kcal per mole
**SMILES**: Cc1c[nH]c(N)c1

Atoms and positions in Å:
C1 -2.35401 -0.29008 -0.10683
C2 -0.92355 0.13059 0.04323
C3 -0.34262 1.32369 -0.31610
N1 1.02011 1.17454 -0.23172
C4 1.32287 -0.09736 0.17369
N2 2.67323 -0.52709 0.16727
C5 0.13708 -0.75540 0.38676
H1 -2.44533 -0.91219 -1.00620
H2 -2.69229 -0.89780 0.73924
H3 -3.03774 0.55586 -0.22271
H4 -0.78444 2.25568 -0.64386
H5 1.71924 1.84694 -0.50225
H6 3.01484 -0.74109 1.09751
H7 2.74348 -1.37963 -0.37859
H8 0.02898 -1.77497 0.73722

Density functional theory data (ωB97M-V with the def2-TZVPD basis set) for a 6-piece molecular cluster, C31H55N6O3S overall.

**Calculated total energy**: -2166.23553 Eh
**HOMO energy**: -11.95 eV
**Kohn-Sham gap**: 10.025 eV
**Total charge**: +1
**2S+1**: 1

Atoms and positions in Å:
C1 4.26681 -0.30856 1.41320
C2 3.49558 0.12698 0.56310
C3 2.35471 0.80767 -0.26104
C4 0.98881 -0.04876 -0.33893
C5 0.95880 -1.30065 0.63500
N1 -0.29594 -2.12603 0.55632
C6 -0.45623 -3.05588 1.74636
C7 0.90334 -3.53441 2.36158
C8 1.29312 -3.21512 3.64913
C9 -1.56665 -1.31541 0.43101
C10 -2.90332 -2.17503 0.55949
C11 -3.64056 -2.07795 1.96270
S1 -3.89282 -0.36907 2.56002
O1 -2.69451 0.11487 3.29539
O2 -4.31485 0.57136 1.52076
O3 -5.09229 -0.47036 3.71233
H1 5.03194 -0.56444 2.18825
H2 2.14258 1.84711 0.14883
H3 2.77698 0.98190 -1.30488
H4 0.15243 0.69378 -0.17586
H5 0.93559 -0.45892 -1.40141
H6 1.80831 -1.98294 0.30154
H7 1.17267 -0.90405 1.68368
H8 -0.27046 -2.72687 -0.29419
H9 -0.97028 -2.43805 2.55528
H10 -1.05035 -3.98950 1.49471
H11 1.60499 -4.12297 1.70689
H12 2.11629 -3.81505 4.12243
H13 0.84312 -2.34567 4.22030
H14 -1.62764 -0.79056 -0.57952
H15 -1.47448 -0.47894 1.19311
H16 -2.75946 -3.26480 0.25367
H17 -3.63361 -1.76014 -0.21166
H18 -3.14448 -2.76755 2.71686
H19 -4.68349 -2.52068 1.81034
H20 -4.76722 -0.08788 4.55478
C12 -6.93061 0.54466 -3.78063
C13 -6.47039 -0.22502 -2.54735
C14 -4.99967 0.02598 -2.20336
C15 -4.12877 -0.40813 -3.33611
N2 -3.45322 -0.74427 -4.21263
H21 -6.38224 0.23824 -4.67451
H22 -7.98943 0.35876 -3.97054
H23 -6.79343 1.62088 -3.64482
H24 -6.63446 -1.29402 -2.71449
H25 -7.08974 0.06567 -1.69478
H26 -4.72218 -0.53385 -1.30832
H27 -4.82768 1.08662 -2.00570
C16 1.91464 -0.29766 7.65092
C17 2.07811 1.18335 7.32625
C18 1.19928 1.63780 6.15748
C19 1.55937 0.87950 4.92322
N3 1.83833 0.29073 3.96783
H28 2.22109 -0.92965 6.81361
H29 2.53606 -0.56958 8.50627
H30 0.87531 -0.53272 7.89744
H31 3.12917 1.38271 7.09824
H32 1.82444 1.77174 8.21167
H33 1.34120 2.70476 5.97271
H34 0.14336 1.47071 6.38320
C20 3.38970 6.81360 0.81392
C21 3.93268 5.53091 1.43507
C22 4.52614 4.57181 0.39943
C23 3.47750 4.16904 -0.58286
N4 2.66425 3.85689 -1.34411
H35 2.56737 6.61021 0.12379
H36 3.00436 7.47773 1.59013
H37 4.17286 7.34701 0.26830
H38 3.12655 5.03244 1.98193
H39 4.70467 5.78808 2.16485
H40 4.91264 3.67691 0.89257
H41 5.35197 5.04696 -0.13540
C24 4.63637 2.73324 -6.49453
C25 3.64769 2.57906 -5.34353
C26 4.16842 3.16284 -4.02713
C27 5.42190 2.46180 -3.62080
N5 6.39219 1.91698 -3.30605
H42 5.56580 2.19235 -6.30195
H43 4.21199 2.33020 -7.41653
H44 4.87949 3.78584 -6.66401
H45 3.41897 1.51696 -5.21248
H46 2.71226 3.07902 -5.60891
H47 3.42176 3.04028 -3.23992
H48 4.37397 4.23054 -4.13575
C28 -4.00846 -4.39429 -3.26210
C29 -2.76088 -4.58439 -4.11790
C30 -1.80202 -5.63739 -3.55099
C31 -1.33970 -5.22634 -2.19360
N6 -0.98289 -4.90763 -1.14063
H49 -3.75928 -4.02928 -2.26170
H50 -4.67287 -3.65850 -3.71931
H51 -4.56010 -5.33287 -3.15834
H52 -2.24448 -3.62430 -4.20959
H53 -3.06237 -4.88404 -5.12429
H54 -0.93352 -5.74583 -4.20417
H55 -2.29582 -6.60954 -3.48011